Entry 1:
DFT (the ωB97M-V functional and the def2-TZVPD basis) results for a structure of composition C25H49AlBr3ClFKN5O3 at a distorted geometry.

The geometry in ORCA input format:
```
! RIJCOSX wB97M-V def2-TZVPD def2/J DEFGRID3
* xyz 3 1
C 0.0417 -3.6866 2.1033
C 1.1775 -4.2891 1.2927
O 0.7872 -4.5062 -0.0883
C 1.1552 -3.5219 -1.0070
C -0.0641 -2.9516 -1.7816
O -1.2494 -3.0866 -1.0243
C -2.1295 -2.0070 -1.0197
N -2.1983 -1.3571 0.3240
C -2.4551 -0.0082 0.3144
N -1.4697 0.9540 0.2180
C -0.3273 0.6586 1.1158
C -1.0447 1.2510 -1.1692
C 0.0285 2.3525 -1.2664
C -0.2584 3.5988 -0.4349
C -1.5492 4.2844 -0.9145
C 0.8760 4.6387 -0.6887
C 2.0997 4.5287 0.2288
C 3.1286 3.5205 -0.1884
C 4.0462 2.8958 0.6837
C 3.7147 1.5662 1.2939
C 5.3699 3.4847 1.0533
N -3.6844 0.4496 0.4594
N -4.7646 -0.4440 0.5920
C -4.0084 1.9000 0.5251
C -3.4743 2.5945 1.7887
C -3.3220 1.6784 2.9986
Cl -4.4105 4.0525 2.1119
H 0.0519 -2.6015 2.0610
H 0.1068 -4.0272 3.1312
H -0.8811 -4.0838 1.6901
H 1.3770 -5.2704 1.7176
H 2.1016 -3.7175 1.3905
H 1.7810 -2.7397 -0.5704
H 1.7891 -4.0643 -1.7650
H 0.1429 -1.9335 -2.1021
H -0.1676 -3.5854 -2.6605
H -1.9529 -1.2898 -1.8150
H -3.1110 -2.4431 -1.1970
H -2.8746 -1.8551 0.8889
H 0.4910 0.1907 0.5752
H -0.6605 -0.0454 1.8727
H -0.0349 1.5592 1.6409
H -1.8918 1.5625 -1.7801
H -0.6295 0.3579 -1.6426
H 0.0661 2.6550 -2.3096
H 0.9905 1.9012 -1.0323
H -0.2709 3.4211 0.6407
H -2.3270 3.5676 -1.1629
H -1.2901 4.8674 -1.7959
H -1.8937 5.0132 -0.1866
H 0.4802 5.6484 -0.6570
H 1.2044 4.4603 -1.7197
H 1.7962 4.3916 1.2648
H 2.5867 5.5162 0.1848
H 3.1645 3.2301 -1.2392
H 4.4240 0.7854 1.0021
H 3.6659 1.6679 2.3757
H 2.7327 1.2698 0.9288
H 5.9281 2.7728 1.6520
H 5.2159 4.4089 1.6165
H 5.9329 3.6867 0.1464
H -5.0096 -0.5181 1.5766
H -5.5631 -0.0729 0.0955
H -5.1042 2.0063 0.5931
H -3.7195 2.4264 -0.3777
H -2.4733 2.9247 1.5310
H -4.1067 0.9251 3.0427
H -3.2838 2.2725 3.9029
H -2.3702 1.1553 2.9460
C 1.2116 3.7098 -5.2292
Br 0.2804 5.3840 -5.2511
Br 2.0884 3.3473 -6.8934
Br 2.4455 3.6173 -3.7312
H 0.4720 2.9373 -5.0768
N 1.2868 -8.2960 1.6507
C 0.2006 -8.7742 2.3429
C 0.6625 -9.6481 3.2859
C 2.0785 -9.7008 3.1660
C 2.4370 -8.8579 2.1532
H 1.2437 -7.6412 0.8967
H -0.7985 -8.4538 2.1022
H 0.0546 -10.1938 3.9868
H 2.7542 -10.2937 3.7579
H 3.4034 -8.6116 1.7467
F 1.6324 3.7093 -9.1297
K -6.6789 0.7160 -0.8294
O -0.5680 9.1077 -4.9292
H -0.1989 8.2139 -4.8353
Al 3.0523 -5.1803 -1.1217
*
```

The maximum force comes out at 4.75 eV/Å. The value obtained for the highest occupied orbital energy is -11.97 eV. The value obtained for the LUMO energy is -10.10 eV. The calculation puts the total energy at -10604.28807 Ha.

Entry 2:
DFT (the ωB97M-V functional and the def2-TZVPD basis) results for a cluster of 10 separate species, C25H49Cl18N4O3PS2 in total at a distorted geometry.

The geometry in ORCA input format:
```
! RIJCOSX wB97M-V def2-TZVPD def2/J DEFGRID3
* xyz 0 1
N -1.1713 -0.0151 1.0048
P 0.3417 -0.1070 0.4361
N 1.3415 1.3441 0.7159
S 1.8219 1.4837 2.3894
C 0.7118 2.6081 0.1738
O 1.4998 3.4167 -0.5872
O -0.6559 3.0878 0.4248
C -1.2954 3.3795 -0.8774
C -2.8490 2.7868 -0.7564
C -3.7940 3.6398 0.2833
C -4.0954 2.8697 1.7005
S -5.5096 1.6404 1.6468
C -5.5550 0.6831 0.0347
N -6.6940 0.6167 -1.0045
N -6.2309 -0.2761 -1.9956
C -4.8408 -0.8340 -1.7719
O -4.4917 -0.2003 -0.4787
H -1.3545 -0.7587 1.7427
H 0.3930 -0.3982 -0.9949
H 0.9933 -1.1990 1.1544
H 0.8849 0.7896 3.1996
H -0.7546 2.6869 -1.6848
H -1.2552 4.5039 -1.1992
H -3.3261 2.7419 -1.8234
H -2.7190 1.7043 -0.2744
H -3.2087 4.6431 0.5585
H -4.7701 3.9817 -0.2710
H -3.1083 2.3393 2.0947
H -4.4125 3.7135 2.4768
H -4.1840 -1.5621 -2.4115
Cl -0.2507 -3.4713 3.8322
C 0.1095 -2.7301 5.4112
C -0.7088 -1.4724 5.6556
Cl -0.2253 -0.1364 4.5805
H 1.1839 -2.5268 5.4538
H -0.1251 -3.4794 6.1733
H -0.5568 -1.1233 6.6809
H -1.7786 -1.6529 5.5123
Cl -0.6385 -6.5925 5.1651
C -0.1553 -7.3775 3.6411
C 1.3131 -7.7715 3.6381
Cl 2.3898 -6.3526 3.5987
H -0.3915 -6.6959 2.8182
H -0.7792 -8.2698 3.5331
H 1.5375 -8.3631 2.7460
H 1.5721 -8.3695 4.5174
Cl 0.7460 -3.2108 0.4029
C 1.8987 -4.5599 0.2490
C 2.5258 -4.6248 -1.1345
Cl 1.3471 -5.0939 -2.3854
H 1.3721 -5.4866 0.4969
H 2.6764 -4.3990 1.0017
H 3.3180 -5.3787 -1.1486
H 2.9639 -3.6648 -1.4243
Cl -0.4080 3.3721 -4.4343
C -1.9048 3.8653 -5.2641
C -2.3675 5.2499 -4.8399
Cl -2.9370 5.2806 -3.1519
H -2.6685 3.1068 -5.0665
H -1.6888 3.8587 -6.3367
H -3.2086 5.5680 -5.4626
H -1.5688 5.9911 -4.9418
Cl -8.2591 2.7158 -6.7115
C -8.1045 0.9760 -6.3623
C -7.0181 0.6899 -5.3380
Cl -5.3876 1.0125 -5.9796
H -7.9159 0.4556 -7.3063
H -9.0735 0.6431 -5.9783
H -7.0427 -0.3663 -5.0550
H -7.1505 1.2886 -4.4315
Cl 6.4312 2.4989 -1.3948
C 5.4396 2.8120 0.0513
C 5.4052 1.6195 0.9936
Cl 4.5050 0.2446 0.3053
H 4.4353 3.0934 -0.2800
H 5.8838 3.6735 0.5590
H 4.8989 1.8946 1.9232
H 6.4129 1.2739 1.2439
Cl -0.9115 10.2358 -3.5024
C -2.3046 10.0757 -2.4042
C -3.0914 8.7996 -2.6566
Cl -3.9450 8.8342 -4.2201
H -2.9315 10.9653 -2.5189
H -1.9054 10.0702 -1.3855
H -3.8544 8.6740 -1.8831
H -2.4442 7.9172 -2.6430
Cl 8.7130 -1.4326 5.2802
C 7.7529 -1.6372 3.7940
C 8.4127 -0.9855 2.5894
Cl 8.4130 0.7926 2.7031
H 6.7538 -1.2296 3.9763
H 7.6551 -2.7140 3.6262
H 7.8632 -1.2435 1.6795
H 9.4483 -1.3178 2.4677
Cl 2.7502 -8.1965 0.4617
C 4.4619 -8.5599 0.7940
C 5.3334 -7.3152 0.7457
Cl 5.4811 -6.6614 -0.9051
H 4.7951 -9.3136 0.0739
H 4.5030 -9.0032 1.7935
H 6.3460 -7.5569 1.0813
H 4.9411 -6.5227 1.3905
*
```

The maximum force comes out at 8.70 eV/Å. The value obtained for the highest occupied orbital energy is -8.72 eV. The value obtained for the LUMO energy is -0.17 eV. The calculation puts the total energy at -10847.57223 Ha. The energy relative to the best compared isomer or geometry (same formula, charge and spin) is 799.74 kJ/mol. The SMILES is N=[PH2]N(S)C(=O)OCCCCSc1nnco1.ClCCCl.ClCCCl.ClCCCl.ClCCCl.ClCCCl.ClCCCl.ClCCCl.ClCCCl.ClCCCl.

Entry 3:
DFT (the ωB97M-V functional and the def2-TZVPD basis) results for a structure of composition C25H49Li3O13P at a distorted geometry.

The geometry in ORCA input format:
```
! RIJCOSX wB97M-V def2-TZVPD def2/J DEFGRID3
* xyz -1 1
Li 20.0743 20.0364 -17.7320
Li 18.8553 15.9197 -17.2973
Li 21.2928 17.2214 -20.2476
P 21.7041 17.3192 -16.9730
O 21.4042 16.1267 -17.8036
O 22.9162 16.9890 -16.0729
O 20.3637 17.8402 -16.4035
O 22.1638 18.3938 -18.0002
O 16.1308 18.8191 -20.5284
C 17.0700 18.1321 -19.8792
O 16.7934 17.1701 -19.1262
O 18.2694 18.5157 -20.0061
H 15.2828 18.4767 -20.2364
C 14.8340 18.8845 -26.2265
C 15.5516 19.4966 -27.4641
C 17.0217 19.2463 -27.1634
O 17.0394 17.9844 -26.5290
C 15.8392 17.8273 -25.7281
H 13.8180 18.5513 -26.4383
H 14.6847 19.6634 -25.4788
H 15.2600 20.5290 -27.6572
H 15.2236 18.9212 -28.3298
H 17.4822 20.0416 -26.5771
H 17.5766 19.2294 -28.1014
H 16.0898 18.0725 -24.6960
H 15.5079 16.7891 -25.7086
C 12.2877 16.7352 -15.8929
C 11.1378 16.9232 -14.8913
C 11.2255 15.5851 -14.1910
O 11.5546 14.6712 -15.2133
C 11.9940 15.3115 -16.3745
H 13.2907 16.7473 -15.4664
H 12.3025 17.4330 -16.7302
H 10.1646 17.0193 -15.3728
H 11.3237 17.7263 -14.1782
H 10.2952 15.4096 -13.6507
H 12.0704 15.6610 -13.5065
H 11.1387 15.2999 -17.0501
H 12.9103 14.8954 -16.7934
C 13.1320 24.0622 -23.4805
C 13.9048 23.1763 -22.5232
C 15.3606 23.5362 -22.8162
O 15.3517 24.0582 -24.1256
C 14.0002 23.9839 -24.6880
H 13.1011 25.0947 -23.1325
H 12.1342 23.6994 -23.7272
H 13.7662 22.1208 -22.7572
H 13.6118 23.4049 -21.4984
H 15.9666 22.6390 -22.6906
H 15.5893 24.3134 -22.0870
H 13.8233 23.0529 -25.2265
H 13.9074 24.8920 -25.2837
C 14.8360 10.9514 -21.0119
C 13.4939 11.1465 -21.7262
C 14.0167 11.4677 -23.0946
O 15.0919 12.3687 -22.8824
C 15.6647 12.1585 -21.5332
H 15.3324 10.0475 -21.3648
H 14.8195 10.9709 -19.9222
H 12.9026 11.9010 -21.2073
H 12.8794 10.2463 -21.7119
H 13.2944 11.9211 -23.7735
H 14.4759 10.6316 -23.6220
H 15.6400 13.0493 -20.9054
H 16.6999 11.8252 -21.6056
C 15.3365 21.5146 -15.7607
C 15.1121 21.9618 -17.2001
C 16.5103 22.5194 -17.4577
O 17.3666 21.5915 -16.7740
C 16.6982 20.8260 -15.7285
H 14.5290 20.8450 -15.4647
H 15.2902 22.3709 -15.0878
H 14.2838 22.6696 -17.2324
H 14.9400 21.0960 -17.8394
H 16.6019 23.4955 -16.9814
H 16.7498 22.6298 -18.5153
H 17.0989 20.9878 -14.7278
H 16.6544 19.7830 -16.0419
C 10.8823 16.0185 -22.3351
C 10.1294 17.3853 -22.3864
C 11.1805 18.3842 -22.0163
O 12.0288 17.7266 -21.1332
C 12.1446 16.3562 -21.5169
H 11.1634 15.6635 -23.3266
H 10.2281 15.3260 -21.8054
H 9.4078 17.4312 -21.5707
H 9.5540 17.6389 -23.2768
H 10.7723 19.3450 -21.7026
H 11.8183 18.5616 -22.8823
H 12.3689 15.6792 -20.6926
H 13.0229 16.2530 -22.1541
*
```

The maximum force comes out at 6.26 eV/Å. The value obtained for the highest occupied orbital energy is -2.46 eV. The value obtained for the LUMO energy is 1.71 eV. The calculation puts the total energy at -2324.11163 Ha. The energy relative to the best compared isomer or geometry (same formula, charge and spin) is 868.83 kJ/mol.

Entry 4:
DFT (the ωB97M-V functional and the def2-TZVPD basis) results for a cluster of 7 separate species, C25H49N5O6 in total at a distorted geometry.

The geometry in ORCA input format:
```
! RIJCOSX wB97M-V def2-TZVPD def2/J DEFGRID3
* xyz 0 1
C -12.6389 -0.7882 2.9384
C -13.3723 -2.0669 2.5316
C -13.8446 -1.6792 1.1284
O -12.7307 -1.0015 0.5738
C -11.9166 -0.4564 1.6125
H -12.0751 -0.8344 3.8626
H -13.4268 -0.0257 2.9707
H -14.2538 -2.3439 3.1201
H -12.7551 -2.9684 2.5582
H -14.7645 -1.0903 1.1666
H -14.0631 -2.6008 0.5847
H -11.6239 0.5757 1.4451
H -11.0409 -1.1263 1.5975
C -18.6215 -1.4108 -3.4663
C -17.9779 -2.5105 -2.6733
C -16.9442 -1.7324 -1.8483
O -17.2737 -0.3440 -1.9602
C -18.6023 -0.2554 -2.4653
H -19.6440 -1.5929 -3.8168
H -18.0611 -1.0302 -4.3213
H -17.5322 -3.2331 -3.3569
H -18.6487 -3.0018 -1.9637
H -15.9549 -1.8729 -2.2938
H -16.8810 -2.0165 -0.7957
H -18.7737 0.7073 -2.9434
H -19.3413 -0.4007 -1.6647
C -19.0536 -9.7305 3.4269
C -19.2904 -9.0309 2.1198
O -18.4289 -9.0119 1.2535
N -20.4975 -8.4478 2.0005
C -20.9535 -7.8106 0.7666
H -18.6044 -10.6874 3.1200
H -19.9255 -10.0126 4.0091
H -18.1993 -9.3277 3.9704
H -21.0276 -8.3327 2.8442
H -21.0223 -6.7245 0.8343
H -21.9760 -8.1708 0.6322
H -20.3029 -8.1304 -0.0389
C -17.1582 -0.7472 5.0989
C -16.1673 -0.4585 6.2028
O -15.3536 0.4522 6.0215
N -16.1742 -1.1796 7.3280
C -15.1983 -0.9722 8.3789
H -17.2589 -1.7893 4.7722
H -16.7921 -0.2823 4.1886
H -18.1623 -0.4369 5.3911
H -16.9366 -1.8347 7.3950
H -15.5345 -1.2168 9.3872
H -14.9604 0.0813 8.5062
H -14.3425 -1.5787 8.0889
C -13.5310 -3.6951 6.2082
C -12.4580 -4.7729 6.2450
O -12.5230 -5.7075 5.4568
N -11.3774 -4.5378 7.0130
C -11.2450 -3.4100 7.9006
H -13.1324 -2.6806 6.1921
H -14.1980 -3.8738 7.0553
H -14.1001 -3.7782 5.2870
H -10.5633 -5.1252 6.9887
H -10.3634 -3.5200 8.5415
H -12.1224 -3.2996 8.5387
H -11.0003 -2.4026 7.5305
C -18.3869 -7.1093 -2.2487
C -18.6763 -6.9618 -3.7229
O -18.5461 -7.8905 -4.4981
N -19.2313 -5.7740 -4.0549
C -19.5643 -5.3459 -5.3828
H -19.1496 -6.6108 -1.6345
H -17.4752 -6.6838 -1.8244
H -18.4273 -8.1536 -1.9444
H -19.5278 -5.2044 -3.2826
H -19.0163 -5.9228 -6.1279
H -19.1358 -4.3494 -5.5395
H -20.6261 -5.3780 -5.6228
N -17.3711 -3.2639 2.5585
C -16.6919 -4.3672 2.8872
C -16.8484 -5.5660 2.1961
C -17.8596 -5.6347 1.2432
C -18.6869 -4.5498 1.0135
C -18.3743 -3.3740 1.7031
H -15.9244 -4.2188 3.6380
H -16.2739 -6.4353 2.4814
H -18.0262 -6.6071 0.7894
H -19.5295 -4.5213 0.3371
H -18.9924 -2.5011 1.5181
*
```

The maximum force comes out at 2.55 eV/Å. The value obtained for the highest occupied orbital energy is -9.15 eV. The value obtained for the LUMO energy is 0.37 eV. The calculation puts the total energy at -1707.16988 Ha. The SMILES is CNC(C)=O.CNC(C)=O.CNC(C)=O.CNC(C)=O.c1ccncc1.C1CCOC1.C1CCOC1.

Entry 5:
DFT (the ωB97M-V functional and the def2-TZVPD basis) results for a cluster of 3 separate species, C25H50BClFO5 in total at a distorted geometry.

The geometry in ORCA input format:
```
! RIJCOSX wB97M-V def2-TZVPD def2/J DEFGRID3
* xyz -1 1
C -0.7509 2.3751 0.5426
C -1.2938 0.8908 0.2199
C -1.2832 0.7035 -1.3781
Cl -2.5467 1.8549 -2.1222
C -1.6524 -0.7875 -1.8760
C -0.9148 -1.3549 -3.1846
C -0.8071 -0.2818 -4.3767
O -1.6564 -0.2486 -5.2934
F 0.2972 0.6473 -4.3558
C -1.5911 -2.0395 -0.8398
O -2.8270 -2.7817 -1.0730
B -3.8669 -1.7111 -1.2067
C -5.2239 -2.1810 -2.0137
C -6.4709 -2.5475 -1.0637
C -7.6944 -1.4971 -1.1117
C -7.1233 0.0064 -1.2056
O -8.1205 1.0366 -0.9004
C -7.5010 2.2699 -1.3197
C -8.3044 3.4109 -2.1342
O -6.2957 2.5560 -1.0436
O -3.0987 -0.7082 -2.0171
H -0.3354 2.8931 -0.4064
H 0.0645 2.3635 1.3495
H -1.5880 3.0679 0.9405
H -0.6256 0.0925 0.7224
H -2.3556 0.8298 0.6721
H -0.2448 1.0649 -1.7374
H -1.4353 -2.3294 -3.5250
H 0.1841 -1.6772 -2.9526
H -0.6131 -2.6337 -1.0356
H -1.6548 -1.8348 0.2931
H -3.9916 -1.3095 -0.0780
H -4.9308 -3.1638 -2.5603
H -5.4503 -1.4211 -2.8371
H -6.1505 -2.7082 0.0207
H -6.8936 -3.5568 -1.4499
H -8.3054 -1.6518 -0.1369
H -8.4119 -1.7699 -1.9715
H -6.2187 0.0496 -0.4859
H -6.7892 0.1726 -2.3014
H -8.9023 4.1030 -1.4471
H -9.0113 2.9904 -2.9259
H -7.5246 4.0586 -2.6651
C 5.9047 -3.9686 0.4163
C 5.4504 -2.5147 0.3955
C 4.0781 -2.3022 1.0343
C 2.9167 -3.0212 0.3422
C 2.7236 -2.6750 -1.1349
C 2.3929 -1.2073 -1.3683
H 5.2333 -4.6098 -0.1597
H 6.9029 -4.0583 -0.0213
H 5.9500 -4.3475 1.4412
H 5.4599 -2.1430 -0.6335
H 6.1858 -1.9148 0.9439
H 3.8710 -1.2271 1.0704
H 4.1163 -2.6342 2.0786
H 1.9933 -2.7874 0.8847
H 3.0509 -4.1043 0.4341
H 1.9034 -3.2842 -1.5294
H 3.6129 -2.9476 -1.7128
H 1.4808 -0.9248 -0.8341
H 2.2316 -1.0233 -2.4337
H 3.2037 -0.5529 -1.0381
C 5.5913 3.6647 5.2270
C 4.8225 4.1158 3.9916
C 3.6060 3.2422 3.6853
C 3.9188 1.7773 3.3648
C 4.8717 1.5554 2.1890
C 4.3240 2.0736 0.8660
H 6.0014 2.6596 5.1029
H 6.4285 4.3416 5.4184
H 4.9457 3.6681 6.1098
H 5.4991 4.1517 3.1325
H 4.4799 5.1439 4.1539
H 3.0551 3.6884 2.8507
H 2.9230 3.2697 4.5424
H 2.9746 1.2599 3.1583
H 4.3378 1.2912 4.2524
H 5.0576 0.4807 2.0914
H 5.8439 2.0174 2.3905
H 3.3727 1.5915 0.6230
H 5.0276 1.8587 0.0570
H 4.1671 3.1547 0.8887
*
```

The maximum force comes out at 5.75 eV/Å. The value obtained for the highest occupied orbital energy is -4.71 eV. The value obtained for the LUMO energy is 2.37 eV. The calculation puts the total energy at -1943.66537 Ha.

Among the records above, which one has the lowest highest occupied orbital energy?
C25H49AlBr3ClFKN5O3